[1]
{
  "formula": "C2H6I2N",
  "method": "the ωB97M-V functional and the def2-TZVPD basis",
  "mol_weight_g_mol": 297.9,
  "e_lumo_ev": -4.1919,
  "homo_lumo_gap_ev": 9.12,
  "multiplicity": 1,
  "energy_ha": -729.682528,
  "total_charge": 1,
  "e_above_lowest_kcal_mol": 0.0,
  "species": ["C", "C", "N", "I", "I", "H", "H", "H", "H", "H", "H"],
  "xyz": [[-0.48, -0.20, -0.37], [-0.40, 0.11, 1.12], [0.88, -0.21, -1.00], [0.70, 1.99, 1.43], [-2.42, 0.16, 1.93], [-1.08, 0.56, -0.87], [-0.95, -1.17, -0.51], [0.14, -0.65, 1.67], [0.82, -0.26, -2.02], [1.44, -1.01, -0.66], [1.36, 0.67, -0.71]],
  "lowdin_charge": [-0.37, -1.16, 0.15, 0.86, 0.85, 0.12, 0.13, 0.01, 0.18, 0.18, 0.06]
}

=====

[2]
{
  "formula": "C2H6I2OSi",
  "method": "the ωB97M-V functional and the def2-TZVPD basis",
  "mol_weight_g_mol": 328.0,
  "e_lumo_ev": [-2.0810, -2.0820],
  "homo_lumo_gap_ev": [5.92, 5.93],
  "multiplicity": 1,
  "energy_ha": -1039.831427,
  "total_charge": 0,
  "e_above_lowest_kcal_mol": 117.0,
  "species": ["C", "C", "O", "Si", "I", "I", "H", "H", "H", "H", "H", "H"],
  "xyz": [[-0.41, -1.42, 2.05], [1.22, 0.04, -2.54], [-0.86, -0.60, 1.16], [1.43, 0.21, -0.69], [2.64, 2.08, 0.26], [2.64, -1.68, 0.31], [-0.09, -0.98, 3.12], [0.70, -1.85, 1.73], [-0.99, -2.28, 2.42], [2.14, -0.58, -2.90], [0.20, -0.48, -2.69], [1.06, 0.95, -3.16]],
  "lowdin_charge": [-0.46, -0.35, -0.25, -0.14, 0.42, 0.54, 0.09, -0.07, 0.06, 0.06, 0.06, 0.03]
}

=====

[3]
{
  "formula": "C2H6I2OSi",
  "method": "the ωB97M-V functional and the def2-TZVPD basis",
  "mol_weight_g_mol": 328.0,
  "e_lumo_ev": [-1.2132, -1.2121],
  "homo_lumo_gap_ev": [6.99, 6.98],
  "multiplicity": 1,
  "energy_ha": -1039.876660,
  "total_charge": 0,
  "e_above_lowest_kcal_mol": 88.6,
  "species": ["C", "C", "O", "Si", "I", "I", "H", "H", "H", "H", "H", "H"],
  "xyz": [[-0.66, 2.34, -0.19], [-0.13, -2.18, 0.63], [-0.25, 1.44, 0.70], [0.87, -0.89, -0.24], [0.73, -0.29, -2.62], [3.21, -0.86, 0.49], [-0.43, 2.01, -1.25], [-0.32, 3.33, 0.10], [-1.77, 2.42, -0.20], [-0.59, -1.69, 1.54], [-0.94, -2.55, 0.14], [0.29, -3.10, 0.89]],
  "lowdin_charge": [-0.39, -0.29, -0.33, -0.11, 0.48, 0.43, 0.00, 0.06, 0.06, 0.08, -0.01, 0.01]
}

=====

[4]
{
  "formula": "C2H6INO2S",
  "method": "the ωB97M-V functional and the def2-TZVPD basis",
  "mol_weight_g_mol": 235.0,
  "e_lumo_ev": [-3.3889, -3.3887],
  "homo_lumo_gap_ev": [6.32, 6.32],
  "multiplicity": 1,
  "energy_ha": -980.699388,
  "total_charge": 0,
  "e_above_lowest_kcal_mol": 101.0,
  "species": ["C", "C", "N", "O", "O", "S", "I", "H", "H", "H", "H", "H", "H"],
  "xyz": [[0.00, -0.86, -0.62], [0.47, 0.24, 0.32], [-0.24, 2.70, -1.09], [-2.06, 1.11, -0.03], [-1.13, -1.61, -0.21], [-0.74, 1.63, -0.14], [-1.14, 1.32, -3.50], [-0.17, -0.32, -1.70], [0.75, -1.61, -0.74], [1.41, 0.49, 0.06], [0.20, -0.17, 1.37], [-1.68, -0.85, -0.09], [-0.62, 2.51, 0.98]],
  "lowdin_charge": [-0.38, -0.19, -0.31, -0.40, -0.05, 0.50, 0.37, 0.00, 0.11, 0.06, 0.15, 0.02, 0.11]
}

=====

[5]
{
  "formula": "C2H6IOS",
  "method": "the ωB97M-V functional and the def2-TZVPD basis",
  "mol_weight_g_mol": 205.0,
  "e_lumo_ev": -5.3871,
  "homo_lumo_gap_ev": 8.85,
  "multiplicity": 1,
  "energy_ha": -850.594301,
  "total_charge": 1,
  "e_above_lowest_kcal_mol": 2.4,
  "species": ["C", "C", "O", "S", "I", "H", "H", "H", "H", "H", "H"],
  "xyz": [[-0.14, -1.74, -0.13], [0.39, 1.33, -0.10], [1.62, 1.45, 0.29], [-0.73, -0.33, 0.81], [-2.90, 0.12, -0.06], [-0.75, -2.53, 0.34], [0.94, -1.76, 0.04], [-0.16, -1.44, -1.25], [0.33, 1.08, -1.18], [1.81, 1.87, 1.26], [-0.41, 1.96, -0.02]],
  "lowdin_charge": [-0.39, -0.32, 0.01, 0.44, 0.67, 0.05, 0.06, 0.09, 0.12, 0.24, 0.03]
}

=====

[6]
{
  "formula": "C2H6IP",
  "method": "the ωB97M-V functional and the def2-TZVPD basis",
  "mol_weight_g_mol": 187.9,
  "e_lumo_ev": [-1.1545, -0.0724],
  "homo_lumo_gap_ev": [6.78, 8.70],
  "multiplicity": 1,
  "energy_ha": -718.691272,
  "total_charge": 0,
  "e_above_lowest_kcal_mol": 69.4,
  "species": ["C", "C", "P", "I", "H", "H", "H", "H", "H", "H"],
  "xyz": [[-0.02, -1.48, -0.59], [-0.60, -0.45, 0.32], [0.85, 2.38, -0.38], [-2.66, -0.21, 0.23], [1.01, -1.20, -0.47], [-0.28, -1.34, -1.66], [-0.09, -2.49, -0.06], [0.03, 0.03, 1.11], [1.69, 1.67, 0.72], [0.08, 3.10, 0.77]],
  "lowdin_charge": [-0.27, -0.81, 0.49, 0.75, 0.04, 0.08, 0.10, 0.00, -0.19, -0.19]
}

=====

[7]
{
  "formula": "C2H6N2",
  "method": "the ωB97M-V functional and the def2-TZVPD basis",
  "mol_weight_g_mol": 58.1,
  "smiles": "N/C=C/N",
  "e_lumo_ev": 1.2406,
  "homo_lumo_gap_ev": 9.24,
  "multiplicity": 1,
  "energy_ha": -189.255162,
  "total_charge": 0,
  "e_above_lowest_kcal_mol": 46.7,
  "species": ["C", "C", "N", "N", "H", "H", "H", "H", "H", "H"],
  "xyz": [[0.41, 0.08, 0.41], [-0.77, 0.01, -0.39], [-0.73, -0.69, -1.65], [0.56, 0.71, 1.72], [1.29, -0.54, 0.02], [-1.60, 0.75, -0.12], [-0.08, -1.40, -1.75], [-0.91, -0.26, -2.54], [0.48, 0.00, 2.49], [1.35, 1.32, 1.82]],
  "lowdin_charge": [-0.23, -0.17, 0.00, -0.04, 0.10, 0.11, 0.03, 0.06, 0.08, 0.05]
}

=====

[8]
{
  "formula": "C2H6N2",
  "method": "the ωB97M-V functional and the def2-TZVPD basis",
  "mol_weight_g_mol": 58.1,
  "smiles": "N[C@@H]1CN1",
  "e_lumo_ev": 1.2303,
  "homo_lumo_gap_ev": 10.06,
  "multiplicity": 1,
  "energy_ha": -189.268098,
  "total_charge": 0,
  "e_above_lowest_kcal_mol": 38.6,
  "species": ["C", "C", "N", "N", "H", "H", "H", "H", "H", "H"],
  "xyz": [[-0.18, -0.12, 0.55], [0.99, 0.64, 0.07], [0.94, -0.81, -0.07], [-1.45, 0.03, -0.08], [0.77, -1.11, -1.02], [0.88, 1.26, -0.81], [-2.03, -0.79, 0.05], [-1.36, 0.22, -1.07], [1.72, 1.00, 0.78], [-0.27, -0.32, 1.61]],
  "lowdin_charge": [-0.44, -0.16, 0.00, 0.04, 0.09, 0.10, 0.07, 0.07, 0.09, 0.13]
}

=====

[9]
{
  "formula": "C2H6N2O",
  "method": "the ωB97M-V functional and the def2-TZVPD basis",
  "mol_weight_g_mol": 74.1,
  "smiles": "[H]/N=C/N(C)O",
  "e_lumo_ev": 0.7725,
  "homo_lumo_gap_ev": 9.85,
  "multiplicity": 1,
  "energy_ha": -264.446160,
  "total_charge": 0,
  "e_above_lowest_kcal_mol": 88.6,
  "species": ["C", "C", "H", "H", "H", "H", "H", "H", "N", "N", "O"],
  "xyz": [[-0.61, 1.12, 0.05], [0.94, -0.70, -0.07], [0.07, 1.87, -0.19], [-1.58, 1.33, -0.47], [-0.83, 0.93, 1.10], [-2.10, -1.06, -0.62], [0.96, -1.75, 0.45], [2.78, -0.52, 0.33], [-0.29, -0.25, -0.47], [1.94, 0.04, -0.18], [-1.28, -1.01, 0.07]],
  "lowdin_charge": [-0.04, -0.35, 0.05, 0.09, 0.09, 0.19, 0.16, 0.11, -0.26, 0.07, -0.11]
}

=====

[10]
{
  "formula": "C2H6N2O",
  "method": "the ωB97M-V functional and the def2-TZVPD basis",
  "mol_weight_g_mol": 74.1,
  "smiles": "NCC(N)=O",
  "e_lumo_ev": 0.8340,
  "homo_lumo_gap_ev": 10.24,
  "multiplicity": 1,
  "energy_ha": -264.551614,
  "total_charge": 0,
  "e_above_lowest_kcal_mol": 22.4,
  "species": ["N", "C", "C", "N", "O", "H", "H", "H", "H", "H", "H"],
  "xyz": [[0.24, -0.09, -1.86], [-0.43, -0.39, -0.55], [0.40, 0.27, 0.53], [-0.11, 0.08, 1.84], [1.40, 0.86, 0.28], [0.02, 0.89, -2.17], [1.32, -0.18, -1.70], [-1.61, -0.18, -0.47], [-0.39, -1.52, -0.41], [-1.05, -0.34, 1.89], [0.20, 0.62, 2.64]],
  "lowdin_charge": [-0.05, -0.22, -0.57, 0.12, 0.06, 0.07, 0.11, 0.15, 0.12, 0.09, 0.10]
}

=====

[11]
{
  "formula": "C2H6N2O",
  "method": "the ωB97M-V functional and the def2-TZVPD basis",
  "mol_weight_g_mol": 74.1,
  "smiles": "CN(N)C=O",
  "e_lumo_ev": 0.6746,
  "homo_lumo_gap_ev": 10.36,
  "multiplicity": 1,
  "energy_ha": -264.491774,
  "total_charge": 0,
  "e_above_lowest_kcal_mol": 60.0,
  "species": ["C", "C", "H", "H", "H", "H", "H", "H", "N", "N", "O"],
  "xyz": [[-1.25, 1.15, -0.27], [1.04, 0.32, 0.21], [-1.62, 1.00, -1.25], [-1.98, 0.89, 0.65], [-0.82, 2.22, -0.04], [-1.24, -1.41, -1.02], [-1.61, -1.10, 0.56], [1.31, 1.35, 0.32], [-0.20, 0.17, -0.31], [-0.79, -1.17, -0.15], [1.77, -0.58, 0.54]],
  "lowdin_charge": [-0.10, -0.37, 0.07, 0.12, 0.12, 0.07, 0.11, 0.12, -0.24, 0.06, 0.04]
}

=====

[12]
{
  "formula": "C2H6N2O",
  "method": "the ωB97M-V functional and the def2-TZVPD basis",
  "mol_weight_g_mol": 74.1,
  "smiles": "CNC(N)=O",
  "e_lumo_ev": 0.8150,
  "homo_lumo_gap_ev": 10.27,
  "multiplicity": 1,
  "energy_ha": -264.572960,
  "total_charge": 0,
  "e_above_lowest_kcal_mol": 9.0,
  "species": ["C", "N", "C", "N", "O", "H", "H", "H", "H", "H", "H"],
  "xyz": [[-1.56, -0.57, -0.19], [-0.10, -0.58, -0.09], [0.54, 0.65, -0.19], [1.89, 0.59, 0.00], [-0.06, 1.70, -0.22], [-2.03, -0.21, 0.72], [-1.84, -1.63, -0.22], [-1.82, -0.07, -1.11], [0.29, -1.09, 0.68], [2.27, -0.20, 0.50], [2.43, 1.42, 0.11]],
  "lowdin_charge": [-0.08, -0.02, -0.63, 0.14, 0.05, 0.08, 0.08, 0.09, 0.12, 0.09, 0.10]
}

=====

[13]
{
  "formula": "C2H6N2O",
  "method": "the ωB97M-V functional and the def2-TZVPD basis",
  "mol_weight_g_mol": 74.1,
  "smiles": "C=C=O.NN",
  "e_lumo_ev": 0.7926,
  "homo_lumo_gap_ev": 9.89,
  "multiplicity": 1,
  "energy_ha": -264.450778,
  "total_charge": 0,
  "e_above_lowest_kcal_mol": 85.7,
  "species": ["C", "C", "N", "N", "O", "H", "H", "H", "H", "H", "H"],
  "xyz": [[-2.24, -0.60, 0.97], [-2.12, -0.21, -0.24], [2.43, 0.37, -0.10], [1.03, 0.39, 0.09], [-2.58, -0.82, 2.06], [-1.74, 0.77, -0.53], [0.84, -0.58, 0.49], [-1.91, -0.96, -1.06], [2.80, 0.03, -1.10], [3.03, 1.16, 0.20], [0.48, 0.46, -0.79]],
  "lowdin_charge": [-0.30, -0.03, -0.17, -0.13, 0.17, 0.06, 0.08, 0.09, 0.11, 0.06, 0.05]
}

=====

[14]
{
  "formula": "C2H6N2O",
  "method": "the ωB97M-V functional and the def2-TZVPD basis",
  "mol_weight_g_mol": 74.1,
  "smiles": "C/N=C\\NO",
  "e_lumo_ev": 0.3383,
  "homo_lumo_gap_ev": 9.50,
  "multiplicity": 1,
  "energy_ha": -264.368215,
  "total_charge": 0,
  "e_above_lowest_kcal_mol": 137.5,
  "species": ["C", "C", "H", "H", "H", "H", "H", "H", "N", "N", "O"],
  "xyz": [[-1.56, 0.31, -0.09], [0.70, 0.18, -0.58], [-1.84, -0.89, -0.10], [-2.48, 0.69, -0.37], [-1.59, 0.75, 0.85], [1.25, 0.61, -1.30], [2.50, -0.27, -0.14], [1.08, -0.22, 1.58], [-0.50, 0.60, -0.97], [1.51, -0.73, -0.05], [0.93, -1.05, 1.19]],
  "lowdin_charge": [-0.21, -0.29, 0.14, 0.02, 0.05, 0.06, 0.19, 0.06, 0.01, -0.03, -0.01]
}

=====

[15]
{
  "formula": "C2H6N2O",
  "method": "the ωB97M-V functional and the def2-TZVPD basis",
  "mol_weight_g_mol": 74.1,
  "smiles": "CO/C=N/N",
  "e_lumo_ev": [0.9577, 0.9572],
  "homo_lumo_gap_ev": [8.83, 8.83],
  "multiplicity": 1,
  "energy_ha": -264.422327,
  "total_charge": 0,
  "e_above_lowest_kcal_mol": 103.5,
  "species": ["C", "N", "C", "O", "N", "H", "H", "H", "H", "H", "H"],
  "xyz": [[-1.59, -0.84, -0.34], [1.48, 0.95, 1.18], [0.60, 0.00, -0.51], [-0.43, -0.62, -1.13], [0.41, 0.95, 0.39], [1.64, 1.89, 1.57], [2.13, 0.26, 0.48], [1.43, 0.12, -1.22], [-2.29, -1.39, -0.96], [-1.34, -1.42, 0.56], [-2.04, 0.11, -0.04]],
  "lowdin_charge": [-0.09, -0.05, -0.28, -0.13, -0.07, 0.08, 0.15, 0.13, 0.09, 0.09, 0.08]
}

=====

[16]
{
  "formula": "C2H6N2O",
  "method": "the ωB97M-V functional and the def2-TZVPD basis",
  "mol_weight_g_mol": 74.1,
  "smiles": "NCC(N)=O",
  "e_lumo_ev": 0.8088,
  "homo_lumo_gap_ev": 10.19,
  "multiplicity": 1,
  "energy_ha": -264.552934,
  "total_charge": 0,
  "e_above_lowest_kcal_mol": 21.6,
  "species": ["N", "C", "C", "N", "O", "H", "H", "H", "H", "H", "H"],
  "xyz": [[-0.52, -1.17, 1.41], [0.60, -0.41, 0.83], [0.22, 0.28, -0.51], [-0.96, 0.99, -0.47], [0.99, 0.41, -1.42], [-0.44, -2.15, 1.14], [-1.43, -0.94, 1.04], [1.48, -1.02, 0.61], [0.93, 0.27, 1.62], [-1.79, 0.72, 0.04], [-1.17, 1.80, -1.03]],
  "lowdin_charge": [-0.01, -0.18, -0.52, 0.14, 0.06, 0.07, 0.04, 0.11, 0.11, 0.08, 0.11]
}

=====

[17]
{
  "formula": "C2H6N2O",
  "method": "the ωB97M-V functional and the def2-TZVPD basis",
  "mol_weight_g_mol": 74.1,
  "smiles": "[H]/N=C/N.C=O",
  "e_lumo_ev": 0.7826,
  "homo_lumo_gap_ev": 9.96,
  "multiplicity": 1,
  "energy_ha": -264.504376,
  "total_charge": 0,
  "e_above_lowest_kcal_mol": 52.0,
  "species": ["O", "C", "H", "H", "N", "C", "N", "H", "H", "H", "H"],
  "xyz": [[-2.32, 0.31, -0.91], [-1.82, -0.26, -1.83], [-2.07, -1.26, -2.21], [-1.19, 0.28, -2.56], [1.82, -0.02, -0.12], [1.64, 0.01, 1.23], [0.49, 0.00, 1.79], [2.68, -0.23, -0.61], [0.97, 0.03, -0.64], [2.56, 0.05, 1.82], [0.67, 0.35, 2.73]],
  "lowdin_charge": [0.02, -0.18, 0.08, 0.08, 0.08, -0.41, 0.05, 0.09, 0.07, 0.11, 0.03]
}

=====

[18]
{
  "formula": "C2H6N2O",
  "method": "the ωB97M-V functional and the def2-TZVPD basis",
  "mol_weight_g_mol": 74.1,
  "s2": 0.762,
  "e_lumo_ev": [-5.1214, -8.5491],
  "homo_lumo_gap_ev": [8.01, 4.59],
  "multiplicity": 2,
  "energy_ha": -264.173327,
  "total_charge": 1,
  "e_above_lowest_kcal_mol": 41.3,
  "species": ["O", "C", "H", "H", "N", "C", "N", "H", "H", "H", "H"],
  "xyz": [[2.38, 2.00, 0.21], [2.03, 1.88, -0.94], [1.01, 2.21, -1.17], [2.76, 1.45, -1.64], [-1.17, -1.27, -0.47], [-1.29, -1.29, 0.83], [-1.20, -0.12, 1.44], [-1.00, -2.11, -1.02], [-1.30, -0.38, -0.93], [-1.47, -2.24, 1.33], [-0.74, -0.13, 2.36]],
  "lowdin_charge": [-0.02, -0.14, 0.08, 0.08, 0.25, -0.16, 0.30, 0.16, 0.15, 0.17, 0.13]
}

=====

[19]
{
  "formula": "C2H6N2O2",
  "method": "the ωB97M-V functional and the def2-TZVPD basis",
  "mol_weight_g_mol": 90.1,
  "smiles": "[H]/N=C(/N)C=O.O",
  "e_lumo_ev": [-1.1686, -1.1678],
  "homo_lumo_gap_ev": [8.46, 8.46],
  "multiplicity": 1,
  "energy_ha": -339.657188,
  "total_charge": 0,
  "e_above_lowest_kcal_mol": 110.1,
  "species": ["C", "C", "N", "O", "O", "N", "H", "H", "H", "H", "H", "H"],
  "xyz": [[-0.19, -0.34, 0.60], [0.80, 0.46, -0.23], [2.00, -0.16, -0.43], [-1.04, 0.32, 1.27], [-2.44, -0.87, 0.05], [0.58, 1.63, -0.69], [-3.25, -0.36, -0.13], [2.71, 0.38, -0.90], [2.32, -0.86, 0.22], [-0.33, 1.98, -0.38], [-1.42, -1.01, -0.57], [0.26, -1.17, 1.17]],
  "lowdin_charge": [-0.23, -0.49, 0.11, 0.02, -0.17, 0.13, 0.05, 0.10, 0.09, 0.05, 0.21, 0.13]
}

=====

[20]
{
  "formula": "C2H6N2O2",
  "method": "the ωB97M-V functional and the def2-TZVPD basis",
  "mol_weight_g_mol": 90.1,
  "smiles": "NC=O.NC=O",
  "e_lumo_ev": 0.8305,
  "homo_lumo_gap_ev": 10.70,
  "multiplicity": 1,
  "energy_ha": -339.812066,
  "total_charge": 0,
  "e_above_lowest_kcal_mol": 12.9,
  "species": ["C", "N", "O", "H", "H", "H", "C", "N", "O", "H", "H", "H"],
  "xyz": [[2.06, -0.64, -1.03], [3.01, -0.18, -1.91], [1.04, -0.07, -0.77], [2.37, -1.62, -0.63], [3.98, -0.40, -1.70], [2.88, 0.79, -2.18], [-2.92, -0.17, 1.19], [-1.99, 0.77, 1.58], [-3.82, -0.58, 1.87], [-2.69, -0.56, 0.19], [-1.77, 1.48, 0.90], [-2.15, 1.17, 2.50]],
  "lowdin_charge": [-0.42, 0.10, 0.02, 0.12, 0.09, 0.10, -0.42, 0.10, 0.02, 0.12, 0.09, 0.09]
}